[1]
251
Properties=species:S:1:pos:R:3 method="wB97M-V/def2-TZVPD" total_charge=+5
C 8.005 8.110 -12.859
C 6.800 7.253 -13.252
C 5.828 8.152 -14.041
O 6.954 5.957 -13.678
H 7.626 8.632 -11.980
H 8.307 8.844 -13.605
H 8.968 7.623 -12.705
H 6.373 7.040 -12.272
H 5.278 9.003 -13.639
H 4.949 7.570 -14.319
H 6.188 8.424 -15.033
C -0.955 8.536 -13.087
C -1.846 8.183 -14.337
C -2.616 6.903 -14.422
O -3.900 6.971 -13.765
C -4.526 5.637 -13.503
N -2.820 9.314 -14.758
H -2.793 10.154 -14.196
H -2.571 9.594 -15.696
H -3.742 8.906 -14.705
H -1.507 8.283 -12.182
H -0.481 9.517 -13.093
H -0.216 7.737 -13.140
H -1.144 8.134 -15.169
H -1.970 6.137 -13.994
H -2.765 6.595 -15.457
H -4.630 5.070 -14.427
H -5.552 5.945 -13.298
H -4.216 5.027 -12.655
C 2.483 2.549 -18.353
C 2.726 1.184 -17.706
C 2.432 -0.109 -18.563
O 1.104 -0.262 -19.082
C 0.739 -1.361 -19.839
N 4.207 1.065 -17.364
H 4.472 0.231 -16.859
H 4.855 1.156 -18.133
H 4.456 1.768 -16.682
H 2.833 2.610 -19.384
H 3.085 3.350 -17.926
H 1.446 2.842 -18.520
H 2.212 1.011 -16.761
H 2.529 -1.021 -17.974
H 3.129 -0.383 -19.355
H 1.641 -1.714 -20.338
H 0.037 -1.034 -20.606
H 0.308 -1.970 -19.044
C 8.292 0.849 -8.570
C 9.660 1.141 -9.191
C 10.800 0.256 -8.567
O 10.796 0.313 -7.165
C 11.899 0.955 -6.563
N 9.524 0.884 -10.708
H 9.057 0.066 -11.071
H 8.874 1.578 -11.047
H 10.430 1.016 -11.135
H 8.310 1.143 -7.520
H 7.838 -0.140 -8.633
H 7.624 1.650 -8.888
H 9.817 2.220 -9.168
H 11.739 0.243 -9.120
H 10.342 -0.708 -8.791
H 12.870 0.634 -6.938
H 11.867 0.990 -5.474
H 11.803 1.984 -6.909
C 13.264 5.078 -18.324
C 12.059 5.627 -17.632
C 11.313 6.797 -18.346
O 10.202 7.361 -17.719
C 9.422 8.110 -18.653
N 11.048 4.611 -17.137
H 10.663 4.019 -17.859
H 11.579 4.062 -16.476
H 10.317 5.110 -16.649
H 14.100 5.770 -18.429
H 12.988 4.778 -19.334
H 13.653 4.163 -17.877
H 12.550 5.997 -16.732
H 11.133 6.567 -19.396
H 12.028 7.620 -18.357
H 8.921 7.431 -19.344
H 10.078 8.660 -19.328
H 8.730 8.814 -18.191
C 24.935 12.302 -13.584
C 24.765 13.097 -12.208
C 23.864 12.283 -11.210
C 22.452 11.986 -11.692
P 21.373 10.840 -10.552
C 19.706 10.923 -11.225
C 18.845 9.860 -10.556
C 17.370 10.055 -10.890
C 16.995 10.120 -12.389
C 22.005 9.060 -10.672
C 21.903 8.375 -12.042
C 22.186 6.891 -12.010
C 21.973 6.184 -13.368
C 21.590 11.535 -8.870
C 20.917 12.909 -8.735
C 21.630 13.922 -7.805
C 20.994 15.309 -7.548
H 24.015 12.332 -14.167
H 25.158 11.235 -13.565
H 25.568 12.742 -14.355
H 24.331 14.061 -12.474
H 25.770 13.343 -11.866
H 23.783 12.818 -10.264
H 24.403 11.361 -10.993
H 22.449 11.727 -12.751
H 21.897 12.923 -11.748
H 19.887 10.750 -12.286
H 19.379 11.939 -11.006
H 19.070 9.733 -9.497
H 19.110 8.916 -11.032
H 17.149 10.927 -10.274
H 16.762 9.241 -10.495
H 17.115 9.178 -12.922
H 17.580 10.941 -12.805
H 15.933 10.346 -12.479
H 21.443 8.544 -9.893
H 23.063 9.032 -10.410
H 22.580 8.927 -12.695
H 20.906 8.499 -12.464
H 21.588 6.334 -11.289
H 23.219 6.607 -11.807
H 22.615 5.308 -13.464
H 22.361 6.862 -14.128
H 20.962 5.905 -13.665
H 22.665 11.474 -8.699
H 21.288 10.792 -8.132
H 19.872 12.651 -8.563
H 20.872 13.497 -9.652
H 22.553 14.100 -8.357
H 21.851 13.517 -6.817
H 20.174 15.172 -6.843
H 20.547 15.775 -8.426
H 21.639 16.034 -7.051
C 9.622 3.646 0.890
C 10.963 4.393 1.157
C 10.795 5.868 1.570
C 10.381 6.748 0.389
P 10.084 8.553 0.772
C 9.542 8.659 2.529
C 8.794 9.971 2.784
C 7.275 10.185 2.573
C 6.638 11.062 3.701
C 11.546 9.600 0.450
C 12.806 8.904 1.056
C 14.056 9.837 1.088
C 13.837 11.264 1.504
C 8.839 9.224 -0.471
C 9.183 9.004 -1.952
C 9.430 7.540 -2.469
C 9.707 7.580 -3.984
H 8.959 3.607 1.754
H 9.826 2.628 0.560
H 8.998 4.123 0.133
H 11.564 4.285 0.254
H 11.347 3.750 1.949
H 11.781 6.115 1.963
H 10.124 5.799 2.427
H 9.487 6.309 -0.054
H 11.214 6.516 -0.274
H 10.445 8.636 3.139
H 8.825 7.870 2.756
H 9.264 10.870 2.385
H 8.939 10.111 3.855
H 6.851 9.194 2.411
H 7.150 10.822 1.697
H 6.737 10.661 4.709
H 5.568 11.126 3.499
H 7.071 12.061 3.656
H 11.275 10.475 1.042
H 11.615 9.848 -0.609
H 13.064 7.917 0.671
H 12.659 8.757 2.126
H 14.595 9.724 0.147
H 14.809 9.443 1.770
H 12.924 11.484 2.056
H 13.653 11.994 0.715
H 14.660 11.642 2.110
H 8.714 10.290 -0.278
H 7.873 8.740 -0.330
H 10.129 9.538 -2.038
H 8.454 9.491 -2.600
H 8.675 6.794 -2.222
H 10.372 7.203 -2.034
H 10.369 8.363 -4.353
H 8.839 7.572 -4.643
H 10.177 6.640 -4.272
C 12.803 15.703 -8.291
C 11.700 14.616 -7.754
C 10.486 14.743 -8.671
C 10.638 14.779 -10.242
P 9.339 15.719 -11.171
C 7.767 14.842 -10.847
C 7.033 14.944 -9.515
C 6.153 13.771 -9.094
C 5.202 13.959 -7.864
C 9.593 15.811 -12.936
C 9.957 14.431 -13.532
C 10.777 14.467 -14.880
C 10.014 15.239 -15.989
C 9.063 17.412 -10.431
C 8.144 18.438 -11.178
C 8.863 19.338 -12.197
C 7.982 20.407 -12.912
H 13.356 15.442 -9.193
H 13.602 15.733 -7.551
H 12.408 16.718 -8.255
H 11.412 14.565 -6.704
H 12.019 13.602 -7.994
H 10.052 15.728 -8.501
H 9.804 13.945 -8.378
H 10.737 13.791 -10.692
H 11.582 15.181 -10.609
H 8.090 13.846 -11.151
H 7.245 15.202 -11.733
H 6.392 15.825 -9.545
H 7.672 15.329 -8.720
H 6.760 12.888 -8.889
H 5.436 13.457 -9.853
H 4.595 14.816 -8.156
H 5.678 14.197 -6.913
H 4.632 13.032 -7.813
H 10.306 16.622 -13.085
H 8.649 16.097 -13.400
H 9.071 13.810 -13.665
H 10.579 14.007 -12.744
H 11.024 13.507 -15.333
H 11.743 14.925 -14.670
H 10.832 15.453 -16.677
H 9.568 16.215 -15.798
H 9.170 14.698 -16.416
H 10.031 17.884 -10.260
H 8.524 17.199 -9.508
H 7.831 19.195 -10.460
H 7.275 17.990 -11.660
H 9.435 18.707 -12.878
H 9.465 20.028 -11.605
H 8.599 21.224 -13.285
H 7.280 20.742 -12.148
H 7.342 20.090 -13.736
N 14.037 1.605 -13.231
S 15.149 0.370 -13.676
O 15.393 -0.498 -12.570
O 16.276 0.523 -14.608
F 14.056 -0.451 -14.512
S 15.147 2.461 -12.616
O 16.042 3.213 -13.470
O 15.568 2.090 -11.265
F 14.230 3.667 -12.135



[2]
ORCA calculation (ωB97M-V with the def2-TZVPD basis set) on a structure of composition C36H53CsF6N7O5S3SbSi3.

Structure (XYZ):
```
115
C36H53CsF6N7O5S3SbSi3, DFT ωB97M-V with the def2-TZVPD basis set
Cs -1.064 2.584 -0.679
C 7.095 -10.473 -0.430
O 6.058 -10.129 -1.337
C 5.468 -8.918 -1.185
C 4.471 -8.604 -2.101
C 3.821 -7.389 -2.028
C 4.141 -6.458 -1.040
C 5.136 -6.781 -0.128
C 5.802 -7.999 -0.192
C 3.473 -5.151 -0.950
N 3.824 -4.165 -0.155
C 2.930 -3.153 -0.425
C 2.035 -3.528 -1.385
N 2.392 -4.812 -1.716
C 1.001 -2.673 -1.875
C 0.072 -3.033 -2.859
C -0.873 -2.127 -3.259
C -0.873 -0.863 -2.662
N -0.012 -0.497 -1.731
C 0.924 -1.376 -1.328
C 1.881 -0.951 -0.298
N 1.760 0.294 0.198
C 2.608 0.679 1.131
C 3.631 -0.134 1.637
C 3.762 -1.405 1.142
C 2.872 -1.839 0.154
H 7.438 -11.461 -0.719
H 6.730 -10.505 0.598
H 7.927 -9.769 -0.495
H 4.228 -9.328 -2.869
H 3.059 -7.167 -2.767
H 5.388 -6.058 0.637
H 6.572 -8.217 0.532
H 1.924 -5.413 -2.370
H 0.104 -4.024 -3.301
H -1.602 -2.374 -4.020
H -1.588 -0.108 -2.971
H 2.474 1.685 1.517
H 4.292 0.241 2.407
H 4.527 -2.086 1.496
F -0.863 6.197 -1.394
C -1.806 6.853 -0.718
F -2.676 7.367 -1.577
F -1.216 7.837 -0.047
S -2.664 5.730 0.509
O -1.703 4.650 0.667
O -2.983 6.573 1.615
N -3.980 5.246 -0.203
S -3.830 4.025 -1.180
O -2.768 4.173 -2.148
O -3.896 2.726 -0.556
C -5.407 4.219 -2.101
F -6.443 4.269 -1.278
F -5.542 3.167 -2.909
F -5.366 5.325 -2.833
C -3.256 0.784 -6.915
N -2.689 1.794 -6.024
C -3.639 2.336 -5.063
C -1.354 1.882 -5.781
S -0.757 2.375 -4.302
N -0.544 1.524 -6.828
C -0.809 2.079 -8.157
C 0.874 1.314 -6.579
H -3.946 0.157 -6.345
H -2.475 0.152 -7.323
H -3.816 1.237 -7.736
H -4.586 2.511 -5.574
H -3.270 3.268 -4.648
H -3.807 1.642 -4.235
H -1.822 2.455 -8.229
H -0.656 1.321 -8.927
H -0.126 2.912 -8.354
H 1.015 0.712 -5.686
H 1.407 2.258 -6.440
H 1.289 0.792 -7.441
C 1.419 3.740 5.844
Si 1.067 1.970 5.358
C 0.439 1.043 6.847
C 2.695 1.185 4.877
Sb -0.451 1.990 3.299
Si -2.459 3.284 4.246
C -3.910 2.986 3.108
C -1.919 5.069 4.328
C -3.039 2.829 5.967
Si -1.352 -0.396 3.329
C 0.087 -1.572 3.171
C -2.425 -0.569 1.807
C -2.343 -0.906 4.827
H 2.229 3.776 6.581
H 0.538 4.212 6.289
H 1.719 4.337 4.978
H 1.149 1.144 7.675
H 0.328 -0.023 6.627
H -0.527 1.422 7.176
H 3.344 1.096 5.755
H 3.209 1.807 4.134
H 2.557 0.187 4.448
H -3.613 2.936 2.053
H -4.634 3.805 3.212
H -4.418 2.052 3.359
H -1.421 5.379 3.407
H -1.241 5.236 5.164
H -2.794 5.717 4.460
H -3.145 1.753 6.104
H -4.014 3.293 6.154
H -2.349 3.207 6.723
H 0.641 -1.375 2.247
H -0.272 -2.607 3.143
H 0.782 -1.477 4.012
H -1.851 -0.337 0.904
H -3.289 0.102 1.840
H -2.793 -1.596 1.711
H -1.710 -0.967 5.716
H -2.780 -1.896 4.652
H -3.156 -0.212 5.035
```



Number 1: energy -5619.663788 hartree, maximum force 8.1 eV/A. Number 2: energy -5085.893961 hartree, maximum force 3.1 eV/A.